Entry 1:
Formula: C4H4O
Source: the Open Molecules 2025 dataset
Level of theory: wB97M-V/def2-TZVPD

Each line ends with the Löwdin charge.
Cartesian coordinates (Å):
C1 1.11195 -0.06129 -0.07617  -0.092
C2 -0.97683 -0.08528 -0.56224  -0.049
C3 0.06143 0.78897 0.13611  -0.020
C4 0.04405 -0.84923 0.21553  -0.031
O1 2.93609 -0.01460 -0.05357  -0.345
H1 -1.86602 0.14658 -0.09844  0.085
H2 -0.95488 -0.00045 -1.56453  0.078
H3 -0.16652 1.63665 0.89870  0.187
H4 -0.18927 -1.56136 1.10461  0.186

Results
maximum force = 10.8 eV Å⁻¹
HOMO level = -0.3191 Eh

---

Entry 2:
Formula: C4H4O
Source: the Open Molecules 2025 dataset
Level of theory: wB97M-V/def2-TZVPD

Each line ends with the Löwdin charge.
Cartesian coordinates (Å):
O1 -2.22526 0.64810 0.37607  0.064
C1 -1.31176 0.46241 -0.38520  -0.263
C2 -0.29539 -0.66221 -0.21964  -0.170
C3 0.96839 -0.12161 0.29114  -0.147
C4 1.97939 0.34793 0.74542  0.117
H1 -1.15054 1.12027 -1.26239  0.126
H2 -0.13408 -1.14879 -1.18998  0.120
H3 -0.70636 -1.39730 0.47943  0.123
H4 2.87561 0.75119 1.16515  0.029

Results
maximum force = 0.5 eV Å⁻¹
HOMO level = -0.3655 Eh
structure (SMILES) = C#CCC=O

---

Entry 3:
Formula: C4H4O
Source: the Open Molecules 2025 dataset
Level of theory: wB97M-V/def2-TZVPD

Each line ends with the Löwdin charge.
Cartesian coordinates (Å):
C1 -0.36609 -1.23895 -0.03938  -0.131
C2 -1.63565 -0.52215 -0.03860  0.092
C3 0.19242 1.00536 -0.03362  -0.271
C4 0.70336 -0.36682 -0.03052  -0.017
O1 -1.18890 0.93125 0.06978  -0.152
H1 -0.47817 -2.33521 0.07964  0.099
H2 0.45677 1.67489 0.76139  0.136
H3 0.55305 1.55910 -0.84303  0.118
H4 1.76321 -0.70747 0.07434  0.126

Results
maximum force = 4.6 eV Å⁻¹
HOMO level = -0.3356 Eh

---

Entry 4:
Formula: C4H4O
Source: the Open Molecules 2025 dataset
Level of theory: wB97M-V/def2-TZVPD

Each line ends with the Löwdin charge.
Cartesian coordinates (Å):
C1 -0.44668 -0.15808 -0.82543  -0.111
C2 -0.22875 1.14247 -0.15341  -0.057
C3 0.84405 0.07043 -0.19111  -0.075
C4 -0.37941 -0.10657 0.62779  -0.292
O1 -0.88764 -0.72091 1.88794  -0.019
H1 -0.91703 -0.69805 -1.71657  0.163
H2 -0.50706 2.15605 -0.20023  0.111
H3 1.97185 0.00932 -0.06258  0.157
H4 -1.15282 -0.08326 2.62479  0.121

Results
maximum force = 3.7 eV Å⁻¹
HOMO level = -0.3145 Eh
structure (SMILES) = O[C@]12[C@@H]3[C@H]1[C@@H]32

---

Entry 5:
Formula: C4H4O
Source: the Open Molecules 2025 dataset
Level of theory: wB97M-V/def2-TZVPD

Each line ends with the Löwdin charge.
Cartesian coordinates (Å):
C1 -0.38469 -1.20036 -0.18272  -0.037
C2 0.71889 -0.35541 0.21178  -0.196
C3 -1.24255 -0.20059 -0.01525  -0.369
C4 0.56402 0.97453 0.00033  -0.030
O1 -2.13403 0.43196 0.13700  0.243
H1 -0.14670 -2.26469 -0.45156  0.134
H2 1.71395 -0.64727 0.47746  0.105
H3 1.11717 1.71750 0.46986  0.033
H4 -0.20606 1.54433 -0.64691  0.118

Results
maximum force = 7.2 eV Å⁻¹
HOMO level = -0.2988 Eh

---

Entry 6:
Formula: C4H4O
Source: the Open Molecules 2025 dataset
Level of theory: wB97M-V/def2-TZVPD

Each line ends with the Löwdin charge.
Cartesian coordinates (Å):
C1 0.60845 -0.17194 -1.82655  0.109
C2 -0.61863 0.70045 1.21320  -0.315
C3 -0.10026 -1.22246 -1.54649  -0.226
C4 0.61876 1.05089 1.25765  -0.021
O1 -1.70171 0.28464 1.35630  0.155
H1 0.08292 -2.17257 -0.89083  0.084
H2 -1.09704 -0.98467 -2.06239  0.058
H3 1.25816 0.60360 1.95915  0.046
H4 0.94936 1.91205 0.53996  0.110

Results
maximum force = 4.3 eV Å⁻¹
HOMO level (alpha / beta) = -0.3017 / -0.3407 Eh
expectation value of S² = 2.0368
2S+1 = 3

---

Entry 7:
Formula: C4H4O2
Source: the Open Molecules 2025 dataset
Level of theory: wB97M-V/def2-TZVPD

Each line ends with the Löwdin charge.
Cartesian coordinates (Å):
O1 -0.52344 0.96585 -1.57263  0.083
C1 0.57240 0.47393 -1.58411  -0.343
O2 0.96874 -0.56861 -0.83831  -0.025
C2 -0.03124 -1.06726 0.06199  -0.186
C3 -0.21038 -0.18777 1.21741  -0.099
C4 -0.38926 0.55283 2.14768  0.132
H1 1.40769 0.80190 -2.21601  0.147
H2 -0.98260 -1.16695 -0.46650  0.130
H3 0.32287 -2.05378 0.36332  0.131
H4 -0.54392 1.22596 2.96161  0.032

Results
maximum force = 0.6 eV Å⁻¹
HOMO level = -0.3820 Eh
structure (SMILES) = C#CCOC=O

---

Entry 8:
Formula: C4H4O2
Source: the Open Molecules 2025 dataset
Level of theory: wB97M-V/def2-TZVPD

Each line ends with the Löwdin charge.
Cartesian coordinates (Å):
O1 -0.77044 1.71298 0.38844  -0.002
C1 -0.24973 0.47211 0.72342  -0.364
C2 -0.87491 -0.61581 -0.16692  -0.220
O2 -1.42151 -0.30695 -1.19779  0.068
C3 1.12460 0.15636 0.25572  -0.061
C4 1.88703 -0.51013 -0.40292  0.144
H1 -1.15118 1.58323 -0.50103  0.096
H2 -0.37895 0.27771 1.79582  0.154
H3 -0.67722 -1.65952 0.12799  0.139
H4 2.51231 -1.10998 -1.02272  0.045

Results
maximum force = 0.6 eV Å⁻¹
HOMO level = -0.3771 Eh
structure (SMILES) = C#C[C@@H](O)C=O

---

Entry 9:
Formula: C4H4O2
Source: the Open Molecules 2025 dataset
Level of theory: wB97M-V/def2-TZVPD

Each line ends with the Löwdin charge.
Cartesian coordinates (Å):
O1 1.03482 0.33486 1.41998  0.082
C1 0.32521 1.22990 1.05076  -0.340
O2 -0.76079 1.11236 0.26670  -0.024
C2 -1.03551 -0.21386 -0.19814  -0.191
C3 -0.00807 -0.68278 -1.12429  -0.097
C4 1.03203 -1.22530 -1.38085  0.129
H1 0.45607 2.28713 1.31623  0.146
H2 -0.95801 -0.90943 0.63933  0.131
H3 -2.05244 -0.20714 -0.58304  0.125
H4 1.96669 -1.72574 -1.40669  0.038

Results
maximum force = 0.8 eV Å⁻¹
HOMO level = -0.3768 Eh
structure (SMILES) = C#CCOC=O

---

Entry 10:
Formula: C4H4O2
Source: the Open Molecules 2025 dataset
Level of theory: wB97M-V/def2-TZVPD

Each line ends with the Löwdin charge.
Cartesian coordinates (Å):
O1 -0.32828 2.35463 -0.25563  0.122
C1 -0.05443 1.19401 -0.12251  -0.377
C2 -0.89716 -0.03600 0.23075  -0.046
C3 0.32977 -0.90723 0.01711  -0.250
O2 0.88793 -0.51853 -1.20978  -0.082
C4 1.34127 0.51486 -0.33832  0.062
H1 -1.73554 -0.26649 -0.43177  0.128
H2 -1.24812 0.01339 1.26576  0.130
H3 0.43774 -1.97151 0.22118  0.163
H4 1.18297 -0.43019 0.75460  0.151

Results
maximum force = 0.8 eV Å⁻¹
HOMO level = -0.3299 Eh

---

Please write out number 8 again, unchanged.
Formula: C4H4O2
Source: the Open Molecules 2025 dataset
Level of theory: wB97M-V/def2-TZVPD

Each line ends with the Löwdin charge.
Cartesian coordinates (Å):
O1 -0.77044 1.71298 0.38844  -0.002
C1 -0.24973 0.47211 0.72342  -0.364
C2 -0.87491 -0.61581 -0.16692  -0.220
O2 -1.42151 -0.30695 -1.19779  0.068
C3 1.12460 0.15636 0.25572  -0.061
C4 1.88703 -0.51013 -0.40292  0.144
H1 -1.15118 1.58323 -0.50103  0.096
H2 -0.37895 0.27771 1.79582  0.154
H3 -0.67722 -1.65952 0.12799  0.139
H4 2.51231 -1.10998 -1.02272  0.045

Results
maximum force = 0.6 eV Å⁻¹
HOMO level = -0.3771 Eh
structure (SMILES) = C#C[C@@H](O)C=O

---

Question: Which of these has the highest maximum force?
Answer: number 1

---

Question: Which of these has the highest maximum force?
Answer: number 1

---

Question: Which value of maximum force does entry 3 give?
Answer: 4.6 eV Å⁻¹